[1]
{
  "formula": "C35H50BaCl5Ge3",
  "method": "the ωB97M-V functional and the def2-TZVPD basis",
  "elements": ["Ba", "Ge", "Ge", "Ge", "Cl", "Cl", "Cl", "Cl", "Cl", "C", "C", "C", "C", "C", "C", "C", "C", "C", "C", "C", "C", "C", "C", "C", "C", "C", "C", "C", "C", "C", "C", "C", "C", "C", "C", "C", "C", "C", "C", "C", "C", "C", "C", "C", "H", "H", "H", "H", "H", "H", "H", "H", "H", "H", "H", "H", "H", "H", "H", "H", "H", "H", "H", "H", "H", "H", "H", "H", "H", "H", "H", "H", "H", "H", "H", "H", "H", "H", "H", "H", "H", "H", "H", "H", "H", "H", "H", "H", "H", "H", "H", "H", "H", "H"],
  "xyz": [[0.50416, -1.45768, -0.22546], [3.49519, -2.20613, 0.71093], [-1.27042, 1.67937, 0.48969], [-2.55699, 0.54436, -1.33951], [1.16241, -4.42247, -6.60154], [3.54054, -1.12922, -3.02658], [3.54677, -2.58565, -5.79702], [-1.22505, -4.83250, -4.61437], [-1.17738, -3.45804, -1.81060], [0.20543, -3.22345, -2.94805], [-5.20901, 2.18009, -2.78040], [1.22898, -2.41651, -2.51726], [-6.49352, 4.11202, -3.39446], [3.92938, 2.07014, 1.29441], [-1.20044, 1.37224, 2.41748], [3.86495, -3.14135, 2.38637], [-1.16857, 2.72948, 3.12835], [-5.05187, -1.05223, -1.23794], [-2.57554, 0.20253, -4.25188], [0.39595, 2.61928, -0.00950], [-1.94114, -3.35567, 1.80203], [3.52697, -2.43481, 3.70421], [-3.37347, 2.30331, -1.08702], [2.25660, -2.84438, -4.69691], [-3.65180, -0.91483, -0.62941], [1.18487, -3.66838, -5.06521], [-1.67476, 0.09340, -3.01407], [-0.71667, -3.97936, 1.61176], [-4.72497, 4.29743, -1.77423], [3.30716, 0.67367, 1.27970], [-4.45125, 2.93330, -1.88812], [-1.73852, -2.15647, 2.64466], [0.16225, 4.11261, -0.25748], [-2.76279, 2.82185, -0.00725], [-0.42458, -2.08302, 2.94969], [5.18814, 2.15326, 2.14951], [2.23759, -2.23899, -3.44509], [0.23776, -3.23975, 2.32796], [-6.22572, 2.75831, -3.52690], [0.12470, -3.85855, -4.18136], [-5.73710, 4.88077, -2.51756], [4.18632, -0.38014, 0.60579], [5.91306, -1.93107, 4.46030], [4.53532, -1.36706, 4.12940], [-0.31108, 0.78969, 2.67370], [-0.28507, 3.30900, 2.85281], [-2.06653, 0.78476, 2.72400], [5.16575, -0.44836, 1.08780], [-2.89797, -3.70130, 1.43726], [4.93267, -3.37630, 2.32353], [-1.30154, -0.93077, -2.91983], [6.42379, -2.32722, 3.58069], [5.83847, -2.74011, 5.19020], [5.99284, 1.52643, 1.76177], [-0.53551, -4.89400, 1.07088], [1.10162, 4.62490, -0.47439], [-5.64780, -0.15445, -1.07344], [-7.28202, 4.57022, -3.97667], [2.52853, -1.98498, 3.64684], [3.96246, -3.12045, -0.43527], [4.98388, 1.84047, 3.17677], [-4.13167, 4.91128, -1.10816], [0.05607, -1.35938, 3.58929], [4.13983, -0.84736, 5.00519], [4.63140, -0.60786, 3.34871], [-2.93804, 1.21986, -4.39618], [3.36024, -4.10684, 2.30698], [-0.80254, 0.74297, -3.12441], [5.56691, 3.17432, 2.18531], [6.55843, -1.16187, 4.88464], [2.34436, 0.73983, 0.75108], [-2.02831, -0.08549, -5.15084], [-3.72697, -0.74182, 0.44760], [4.15224, 2.37008, 0.26615], [-5.01279, -1.23347, -2.31381], [-5.59256, -1.88947, -0.79304], [1.11257, 2.47845, 0.80100], [-1.14990, 2.60504, 4.21234], [-3.04954, 3.77802, 0.42979], [-3.44538, -0.45327, -4.17969], [-2.52222, -1.49347, 2.97558], [-2.04479, 3.33163, 2.88437], [-0.50723, 4.27433, -1.10316], [0.83963, 2.16851, -0.90369], [-3.09270, -1.84325, -0.77009], [3.19308, 2.78406, 1.67003], [3.46841, -3.18341, 4.50022], [-0.28770, 4.60102, 0.60866], [4.35272, -0.13204, -0.44230], [1.24777, -3.55909, 2.54215], [-5.00870, 1.12236, -2.89500], [3.07019, 0.37602, 2.30798], [-6.80533, 2.15254, -4.21135], [-5.93294, 5.94052, -2.41910]],
  "forces_ev_per_a": [[-1.047, 0.787, 0.363], [0.736, -0.495, 0.234], [-0.165, 0.259, -0.380], [0.110, -0.048, 0.479], [0.004, -0.026, -0.042], [-0.116, -0.129, 0.008], [0.031, 0.006, -0.004], [0.063, 0.033, 0.004], [0.087, -0.207, -0.221], [-0.032, -0.102, 0.025], [-0.024, -0.018, -0.048], [-0.022, -0.238, -0.518], [0.008, 0.008, 0.007], [0.031, -0.023, -0.029], [0.045, -0.108, 0.157], [0.026, -0.032, 0.132], [0.013, -0.050, 0.101], [0.016, -0.066, 0.029], [0.071, -0.063, -0.027], [0.107, -0.040, -0.074], [-0.051, 0.365, 0.111], [0.005, -0.043, -0.020], [-0.244, 0.173, -0.252], [-0.014, -0.008, -0.028], [-0.223, -0.129, 0.017], [0.018, 0.056, 0.063], [0.095, -0.011, -0.243], [0.298, 0.171, -0.004], [-0.025, 0.057, -0.014], [-0.005, -0.004, 0.003], [0.143, -0.024, 0.179], [-0.153, -0.219, -0.361], [0.066, 0.020, -0.040], [-0.115, 0.194, 0.057], [0.248, -0.151, -0.082], [0.029, 0.012, 0.043], [0.119, 0.181, 0.010], [-0.123, -0.293, 0.393], [0.021, 0.018, 0.029], [-0.091, -0.040, 0.011], [0.015, -0.025, 0.007], [-0.063, 0.143, -0.035], [0.033, -0.012, 0.023], [0.040, -0.010, -0.032], [0.004, 0.009, 0.035], [0.006, -0.018, -0.023], [-0.008, 0.044, 0.052], [0.015, 0.067, 0.005], [0.012, 0.023, -0.001], [-0.003, -0.022, 0.091], [0.022, 0.018, -0.070], [-0.028, 0.003, 0.001], [-0.004, 0.021, -0.001], [-0.023, 0.003, -0.005], [-0.028, -0.028, 0.017], [-0.013, -0.005, -0.002], [0.018, 0.005, 0.017], [0.004, -0.002, 0.003], [0.029, 0.010, -0.011], [-0.077, 0.071, -0.094], [0.003, 0.017, -0.019], [-0.007, -0.002, -0.011], [0.009, -0.013, 0.023], [-0.008, -0.019, 0.014], [0.024, -0.022, 0.013], [0.006, 0.019, 0.027], [0.010, -0.022, 0.035], [0.005, 0.010, -0.047], [-0.012, -0.006, -0.006], [-0.013, 0.002, -0.013], [0.022, -0.008, -0.016], [-0.003, 0.003, 0.008], [-0.029, -0.015, 0.002], [0.003, 0.001, 0.003], [0.027, 0.003, 0.002], [0.012, 0.003, 0.008], [0.028, 0.059, 0.034], [0.007, 0.013, -0.004], [-0.011, -0.036, -0.043], [0.012, -0.003, 0.029], [-0.011, -0.024, -0.019], [-0.011, -0.030, -0.016], [-0.003, -0.022, 0.013], [0.035, 0.007, -0.003], [-0.015, -0.030, 0.038], [-0.019, 0.009, 0.020], [0.008, 0.004, 0.004], [0.004, -0.030, 0.013], [0.021, 0.014, -0.007], [0.004, 0.067, -0.096], [0.025, -0.025, -0.007], [-0.015, 0.010, -0.025], [0.007, 0.003, 0.006], [-0.003, -0.006, -0.003]],
  "gap_ev": [6.382, 5.328],
  "e_homo_ev": [-10.76, -10.76],
  "e_lumo_ha": [-0.16081, -0.19951],
  "total_charge": 1,
  "e_tot_ha": -9920.4961
}

[2]
{
  "formula": "C6H11ClS",
  "method": "the ωB97M-V functional and the def2-TZVPD basis",
  "elements": ["Cl", "S", "C", "C", "C", "C", "C", "C", "H", "H", "H", "H", "H", "H", "H", "H", "H", "H", "H"],
  "xyz": [[1.41628, 2.14337, 0.98688], [1.94627, -1.61136, -0.89127], [0.83316, 0.96368, -0.12916], [-0.74040, 0.91656, -0.16427], [-1.21035, 0.38178, -1.50407], [1.23209, -0.45418, 0.40870], [-0.12463, -1.06949, 0.95295], [-1.15122, 0.11493, 1.03262], [-0.98563, 0.61698, 2.01903], [-2.15074, -0.17533, 0.94689], [-0.74521, -0.56112, -1.70902], [-0.49861, -1.99872, 0.33877], [1.79544, -0.45708, 1.28455], [3.26209, -2.03047, -0.53848], [0.19452, -1.29103, 1.97332], [-1.15430, 1.94575, -0.00058], [-0.97942, 1.12862, -2.22965], [-2.20551, 0.23278, -1.64122], [1.26617, 1.20434, -1.13601]],
  "forces_ev_per_a": [[0.437, 1.244, 0.942], [0.904, -0.094, 0.345], [-0.600, -1.420, -1.389], [0.022, 2.410, 0.364], [2.416, 0.474, 0.729], [-1.897, -0.994, -1.932], [-0.314, -0.809, -0.349], [2.668, -0.900, 0.515], [-0.227, -0.033, -0.991], [-1.593, -0.643, 0.076], [0.545, -0.490, -0.469], [0.791, 1.799, 1.387], [1.692, 0.543, 0.816], [-1.670, 1.015, 0.130], [-0.743, -1.042, -0.102], [0.524, -0.540, -0.521], [0.659, 0.263, -0.867], [-3.224, -0.412, 0.357], [-0.390, -0.370, 0.961]],
  "gap_ev": 9.803,
  "smiles": "C[C@H]1CC[C@@H](S)[C@@H]1Cl",
  "e_homo_ev": -9.10,
  "e_lumo_ha": 0.02603,
  "e_tot_ha": -1093.5597
}

[3]
{
  "formula": "C2H5NO",
  "method": "the ωB97M-V functional and the def2-TZVPD basis",
  "elements": ["O", "N", "C", "C", "H", "H", "H", "H", "H"],
  "xyz": [[1.11610, 0.32897, -2.22519], [0.30524, 0.41582, -0.06055], [0.41891, -0.10757, -1.31980], [-0.45878, -0.13584, 1.01514], [-0.18877, -1.04532, -1.46617], [0.84955, 1.26466, 0.08356], [-0.04809, -1.07892, 1.37495], [-1.54710, -0.20723, 0.75642], [-0.44705, 0.56542, 1.84165]],
  "forces_ev_per_a": [[-0.656, -0.116, 1.054], [0.894, 0.702, -1.323], [0.123, -0.465, -0.328], [-1.245, 0.074, 0.178], [0.252, 0.589, 0.217], [-0.252, -0.408, 0.025], [-0.227, -0.116, -0.061], [0.911, -0.344, 0.088], [0.200, 0.084, 0.150]],
  "gap_ev": 10.790,
  "smiles": "CNC=O",
  "e_homo_ev": -9.85,
  "e_lumo_ha": 0.03466,
  "e_tot_ha": -209.1986
}